Record 1
DFT (ωB97M-V/def2-TZVPD) results for a 5-piece molecular cluster, C18H38F2NO12 overall at a distorted geometry.

Cartesian coordinates (Å):
N: -50.791 -11.183 10.655
H: -50.156 -11.645 9.750
H: -50.184 -10.527 11.004
H: -51.019 -11.920 11.437
H: -51.511 -10.779 10.371
C: -55.676 -9.170 8.225
C: -56.233 -10.507 8.090
O: -55.133 -11.401 8.362
C: -54.005 -10.694 8.368
O: -52.894 -11.113 8.284
O: -54.336 -9.349 8.230
F: -56.449 -10.751 6.745
H: -55.965 -8.520 9.086
H: -56.064 -8.555 7.483
H: -57.227 -10.721 8.599
C: -50.178 -5.107 10.041
C: -49.121 -5.247 8.952
O: -49.604 -6.500 8.484
C: -50.504 -7.099 9.324
O: -51.103 -8.147 9.178
O: -50.794 -6.248 10.301
F: -47.871 -5.474 9.463
H: -50.802 -4.460 9.567
H: -49.836 -4.596 11.010
H: -49.226 -4.534 8.057
C: -50.377 -13.191 13.953
O: -49.643 -12.086 13.331
C: -48.260 -11.931 13.681
C: -47.859 -10.504 13.232
O: -47.937 -10.296 12.004
C: -47.692 -8.976 11.562
C: -47.332 -9.150 10.091
O: -48.247 -9.953 9.395
C: -48.049 -10.059 8.103
H: -49.752 -14.163 13.882
H: -51.073 -13.497 13.247
H: -50.877 -12.860 14.862
H: -47.762 -12.735 13.165
H: -48.310 -12.106 14.756
H: -46.832 -10.400 13.793
H: -48.352 -9.723 13.759
H: -46.795 -8.546 12.061
H: -48.638 -8.465 11.749
H: -46.233 -9.437 10.034
H: -46.982 -8.088 9.744
H: -47.887 -9.175 7.808
H: -49.013 -10.406 7.603
H: -47.189 -10.672 7.913
C: -50.200 -15.338 9.996
O: -51.214 -14.363 10.403
C: -52.489 -14.940 10.624
C: -53.511 -13.779 10.674
O: -53.228 -13.063 11.563
C: -54.167 -12.024 11.920
C: -53.508 -11.160 13.123
O: -52.700 -10.151 12.600
C: -51.709 -9.644 13.622
H: -50.353 -16.181 10.812
H: -49.234 -14.884 10.160
H: -50.285 -15.560 8.972
H: -52.469 -15.723 11.444
H: -52.623 -15.572 9.862
H: -54.470 -14.064 10.684
H: -53.576 -13.350 9.562
H: -55.129 -12.404 12.124
H: -54.230 -11.351 11.062
H: -53.103 -11.911 13.944
H: -54.316 -10.747 13.660
H: -51.269 -8.490 13.392
H: -51.064 -10.422 14.043
H: -52.321 -9.306 14.557

**Highest occupied orbital energy**: -11.8 eV
**LUMO level**: -1.63 eV
**Spin multiplicity**: 1
**Charge**: +1



Record 2
DFT (ωB97M-V/def2-TZVPD) results for an isolated ion of composition C18H38FN4O3 and charge +1 at a distorted geometry.

Cartesian coordinates (Å):
C: -0.150 -5.413 0.526
C: -1.012 -4.161 0.090
C: -0.413 -2.792 0.625
C: -0.644 -1.619 -0.403
C: 0.485 -0.519 -0.347
C: 1.767 -1.083 -1.029
C: 1.610 -1.458 -2.553
C: 2.157 -2.908 -2.787
F: 3.543 -2.767 -2.999
N: 0.777 -0.303 1.107
C: -0.419 0.404 1.486
N: -0.791 0.194 2.733
N: -0.054 -0.598 3.606
C: -2.040 0.791 3.230
O: -3.107 0.111 2.593
C: -4.246 0.949 2.355
N: -0.994 1.118 0.415
C: -1.503 2.475 0.642
C: -2.051 3.155 -0.675
O: -2.766 4.354 -0.381
C: 0.034 0.970 -0.659
O: -0.580 0.805 -1.940
C: 1.236 1.985 -0.571
C: 1.437 2.879 -1.841
C: 2.890 3.533 -1.813
C: 3.267 4.128 -0.412
H: 0.663 -5.176 1.246
H: 0.286 -5.947 -0.353
H: -0.808 -6.170 1.022
H: -2.031 -4.316 0.509
H: -1.066 -4.182 -1.023
H: 0.660 -2.990 0.841
H: -0.928 -2.603 1.603
H: -0.708 -2.107 -1.404
H: -1.663 -1.192 -0.232
H: 2.678 -0.453 -0.933
H: 2.006 -2.038 -0.497
H: 2.203 -0.799 -3.230
H: 0.562 -1.438 -2.926
H: 1.984 -3.596 -1.931
H: 1.753 -3.401 -3.696
H: 1.668 0.135 1.323
H: -0.072 -1.570 3.307
H: 0.889 -0.244 3.718
H: -2.092 0.532 4.319
H: -2.086 1.899 3.175
H: -4.174 1.967 2.795
H: -5.195 0.442 2.646
H: -4.322 1.086 1.241
H: -0.769 3.190 1.085
H: -2.382 2.465 1.336
H: -2.796 2.451 -1.130
H: -1.267 3.305 -1.443
H: -2.946 4.385 0.564
H: 0.104 0.759 -2.616
H: 2.213 1.466 -0.396
H: 1.139 2.685 0.296
H: 0.738 3.745 -1.905
H: 1.380 2.336 -2.810
H: 2.839 4.398 -2.520
H: 3.631 2.767 -2.139
H: 3.497 3.271 0.267
H: 4.152 4.798 -0.425
H: 2.389 4.653 0.028

**Highest occupied orbital energy**: -13.0 eV
**LUMO level**: -3.23 eV
**SMILES**: CCCC[C@]1(CCCF)NC(N(N)COC)=[N+](CCO)[C@@]1(O)CCCC
**Spin multiplicity**: 1
**Charge**: +1